1.
Entry from OMol25: a cluster of 6 separate species, C36H51BF9N6O14 in total at a distorted geometry (ωB97M-V with the def2-TZVPD basis set).

Computed properties:
Gap between HOMO and LUMO in eV: 5.4
HOMO in Ha: -0.389

Structure (ORCA input):
```
! wB97M-V def2-TZVPD RIJCOSX def2/J DEFGRID3
* xyz 1 1
C 0.54442 3.45277 0.82708
C -0.51992 3.16174 -0.18398
N -0.69760 1.91358 -1.00697
F -1.85229 2.17337 -1.73900
C -1.07436 0.76328 -0.13271
C -2.03500 1.04531 1.15536
F -2.51528 -0.33982 1.55124
F -1.45486 1.61301 2.36874
C -3.44423 1.84126 0.87704
C -3.83035 3.14094 1.85647
C -5.25804 3.99218 1.69801
C -6.40688 3.58576 0.55272
C -5.99209 2.30889 -0.43228
C -6.99607 1.80015 -1.64546
F -6.15961 1.70492 -2.87939
F -7.66969 0.52458 -1.28382
F -8.06602 2.82155 -1.95397
C -4.56538 1.46086 -0.26548
C 0.14127 -0.34343 0.15546
C 0.96609 -0.13446 1.54978
C 0.38119 -1.03094 2.83798
C 0.48413 -2.65332 2.60314
C -0.95085 -3.43280 2.76296
O -1.05416 -4.41405 1.66970
C -2.46032 -4.30128 1.20627
O -3.22114 -5.39550 1.31738
O 0.96272 -0.63185 -0.99887
C 1.46914 0.50582 -1.75764
C 2.05188 -0.27789 -3.12467
C 2.81030 1.07191 -1.03459
C 3.92200 0.06587 -0.45541
C 5.26507 0.79914 0.23084
C 6.49126 -0.09391 0.86537
C 6.49540 -1.74148 0.88410
C 5.18086 -2.49164 0.22836
C 5.02977 -4.14813 0.15807
C 3.95769 -1.56754 -0.40882
C 0.32324 1.66754 -2.11401
B -0.59216 0.93790 -3.33062
O -1.11288 -0.47389 -3.19152
C -1.08580 1.61202 -4.73979
C -2.14532 0.64626 -5.56899
C 0.92294 3.03244 -2.77494
F 1.89321 3.82886 -1.97014
F -0.12183 4.06728 -3.12972
F 1.67039 2.84910 -4.06454
H 1.66962 3.70436 0.57822
H 0.22894 3.49834 1.95395
H -1.25863 4.08881 -0.34641
H -1.83992 0.11489 -0.79488
H -3.12793 3.51778 2.73412
H -5.47465 4.89048 2.45270
H -7.44190 4.16560 0.45245
H -4.37433 0.55688 -1.00270
H -0.47119 -1.35708 0.34625
H 2.10270 -0.49897 1.50765
H 1.00902 0.96395 1.95539
H 1.16518 -0.79540 3.70978
H -0.64405 -0.64762 3.24163
H 1.01167 -2.84727 1.55051
H 1.22023 -3.11710 3.40900
H -0.90076 -4.02930 3.77968
H -1.83945 -2.67441 2.83477
H -2.78909 -3.26949 0.75979
H 2.23060 0.41627 -4.03788
H 1.39761 -1.24724 -3.37778
H 3.12801 -0.76226 -2.92907
H 3.36135 1.74479 -1.85582
H 2.56026 1.84650 -0.16064
H 5.36052 1.96884 0.29427
H 7.42035 0.46777 1.33098
H 7.38861 -2.36599 1.31144
H 4.16316 -4.56346 0.82647
H 4.74142 -4.40556 -0.96446
H 6.07354 -4.66701 0.34935
H 3.06874 -2.15274 -0.89298
H -0.70960 -1.05944 -3.89682
H -1.66407 2.64641 -4.59387
H -0.16497 1.76943 -5.48342
H -2.48560 1.09270 -6.60115
H -3.07560 0.46110 -4.85112
H -1.71005 -0.43524 -5.79273
C 0.52387 6.39318 -5.35442
N -0.36075 6.71834 -6.50561
O 0.17228 7.20618 -7.50906
O -1.56539 6.47477 -6.36942
H 1.55136 6.65824 -5.61250
H 0.17855 6.97663 -4.49841
H 0.43797 5.32123 -5.16532
C -2.17613 3.26509 6.79726
N -3.06075 3.59025 5.64607
O -2.52772 4.07809 4.64263
O -4.26539 3.34668 5.78227
H -1.14864 3.53016 6.53918
H -2.52145 3.84854 7.65327
H -2.26203 2.19314 6.98637
C 0.18891 -4.68072 -3.18764
N 1.42946 -3.86047 -3.22936
O 1.79208 -3.32838 -2.17371
O 2.00421 -3.77377 -4.32076
H -0.20855 -4.66873 -2.17054
H -0.52374 -4.23608 -3.88537
H 0.45551 -5.69678 -3.48558
C -1.67551 -7.95909 2.89154
N -0.96772 -7.48173 4.11001
O 0.24933 -7.69019 4.17595
O -1.65390 -6.91129 4.96603
H -0.95277 -8.43914 2.22837
H -2.43812 -8.67214 3.21154
H -2.12342 -7.08843 2.40827
C 5.27967 -1.00093 4.45276
N 3.80954 -1.01134 4.22445
O 3.18255 0.01085 4.52615
O 3.32637 -2.04545 3.74887
H 5.56524 -0.03393 4.87226
H 5.51031 -1.80767 5.15162
H 5.76421 -1.16082 3.48742
*
```

Löwdin atomic charge list, values in e, 99 entries: atom 1 (C): 0.1055, atom 2 (C): -0.0459, atom 3 (N): -0.0885, atom 4 (F): 0.0713, atom 5 (C): -0.0319, atom 6 (C): -0.2203, atom 7 (F): -0.0369, atom 8 (F): -0.0049, atom 9 (C): -0.0481, atom 10 (C): 0.0359, atom 11 (C): -0.0098, atom 12 (C): 0.0421, atom 13 (C): -0.0264, atom 14 (C): -0.2224, atom 15 (F): -0.0070, atom 16 (F): 0.0179, atom 17 (F): -0.0069, atom 18 (C): 0.0598, atom 19 (C): -0.1630, atom 20 (C): -0.1051, atom 21 (C): -0.1790, atom 22 (C): -0.1462, atom 23 (C): -0.1864, atom 24 (O): -0.1404, atom 25 (C): -0.1328, atom 26 (O): -0.0272, atom 27 (O): -0.0998, atom 28 (C): -0.3004, atom 29 (C): 0.0113, atom 30 (C): -0.1226, atom 31 (C): -0.1334, atom 32 (C): -0.0208, atom 33 (C): -0.0751, atom 34 (C): -0.0422, atom 35 (C): -0.1455, atom 36 (C): -0.1039, atom 37 (C): 0.0228, atom 38 (C): -0.0267, atom 39 (B): -0.2945, atom 40 (O): 0.0097, atom 41 (C): -0.1479, atom 42 (C): -0.1267, atom 43 (C): -0.1350, atom 44 (F): 0.0177, atom 45 (F): 0.0122, atom 46 (F): 0.0316, atom 47 (H): 0.1017, atom 48 (H): 0.1091, atom 49 (H): 0.1940, atom 50 (H): 0.1951, atom 51 (H): 0.0666, atom 52 (H): 0.1079, atom 53 (H): 0.1203, atom 54 (H): 0.1154, atom 55 (H): 0.1793, atom 56 (H): 0.1254, atom 57 (H): 0.1034, atom 58 (H): 0.0935, atom 59 (H): 0.0994, atom 60 (H): 0.1319, atom 61 (H): 0.1129, atom 62 (H): 0.1467, atom 63 (H): 0.1221, atom 64 (H): 0.1608, atom 65 (H): 0.1061, atom 66 (H): 0.0894, atom 67 (H): 0.1244, atom 68 (H): 0.1495, atom 69 (H): 0.1093, atom 70 (H): 0.0885, atom 71 (H): 0.0898, atom 72 (H): 0.0951, atom 73 (H): 0.0850, atom 74 (H): 0.0849, atom 75 (H): 0.0882, atom 76 (H): 0.0630, atom 77 (H): 0.1107, atom 78 (H): 0.1344, atom 79 (H): 0.1335, atom 80 (H): 0.0976, atom 81 (H): 0.0963, atom 82 (H): 0.0856, atom 83 (C): 0.0323, atom 84 (N): -0.4253, atom 85 (O): 0.0638, atom 86 (O): 0.0470, atom 87 (H): 0.0994, atom 88 (H): 0.1035, atom 89 (H): 0.0734, atom 90 (C): 0.0473, atom 91 (N): -0.4066, atom 92 (O): 0.0091, atom 93 (O): 0.0728, atom 94 (H): 0.0971, atom 95 (H): 0.1075, atom 96 (H): 0.1064, atom 97 (C): 0.0542, atom 98 (N): -0.4111, atom 99 (O): 0.0180


2.
Entry from OMol25: a cluster of 2 separate species, C6H9N2O2 in total at a distorted geometry (ωB97M-V with the def2-TZVPD basis set).

Computed properties:
Gap between HOMO and LUMO (alpha / beta) in eV: 2.2 / 7.3
Energy above the lowest of the compared OMol25 structures with the same formula, charge and spin in eV: 1.526
HOMO (alpha / beta) in Ha: 0.143 / -0.048

Structure (ORCA input):
```
! wB97M-V def2-TZVPD RIJCOSX def2/J DEFGRID3
* xyz -2 2
C 0.14476 -3.44341 0.47351
C -0.87364 -0.16680 1.80889
C -0.17233 -1.02071 -0.11276
C -0.22751 -2.05336 0.89052
N -0.64199 0.05494 0.52250
N -0.65761 -1.46604 2.08468
H -0.27853 1.11214 0.27689
H -1.23819 0.53167 2.52200
H 0.21854 -1.09204 -1.10036
H 1.21431 -3.37601 0.45002
H -0.25561 -3.68846 -0.43634
H -0.06935 -4.18370 1.30605
C 0.31937 2.34626 -1.79060
C 0.45042 3.18621 -0.53063
O 0.14371 2.53467 0.50452
O 1.18023 4.18802 -0.50210
H -0.69275 2.13380 -2.04130
H 0.78067 1.34788 -1.82655
H 0.65551 3.05495 -2.49894
*
```

Charges computed using natural (NBO), reported in e: atom 1 (C): -1.2928, atom 2 (C): 0.1142, atom 3 (C): -0.2273, atom 4 (C): 0.0347, atom 5 (N): -0.5510, atom 6 (N): -0.5359, atom 7 (H): 0.4599, atom 8 (H): 0.1758, atom 9 (H): 0.1933, atom 10 (H): 0.1943, atom 11 (H): 0.1760, atom 12 (H): 0.1822, atom 13 (C): -0.7866, atom 14 (C): 0.7616, atom 15 (O): -0.7743, atom 16 (O): -0.7518, atom 17 (H): 0.2005, atom 18 (H): 0.2233, atom 19 (H): 0.2039